Below is C6H15NO2Rb as an isolated structure in a non-equilibrium geometry, with properties calculated with the ωB97M-V functional and the def2-TZVPD basis.

```
! RIJCOSX wB97M-V def2-TZVPD def2/J DEFGRID3
* xyz 1 1
Rb -2.121 -0.817 3.189
C 1.181 2.538 1.504
O 0.946 1.225 1.930
C 1.970 0.306 1.662
C 2.071 -0.077 0.111
N 0.896 -0.763 -0.351
C 0.016 -0.005 -1.204
C -1.227 -0.823 -1.677
O -2.266 -0.735 -0.715
C -3.342 -1.627 -1.029
H 1.678 2.610 0.536
H 1.819 3.085 2.198
H 0.181 2.972 1.502
H 1.691 -0.602 2.196
H 2.914 0.722 2.016
H 2.953 -0.718 0.102
H 2.342 0.811 -0.460
H 1.214 -1.519 -0.940
H 0.616 0.219 -2.086
H -0.326 0.917 -0.735
H -0.864 -1.824 -1.908
H -1.456 -0.401 -2.655
H -3.052 -2.666 -0.874
H -3.742 -1.461 -2.029
H -4.095 -1.368 -0.284
*
```

Its energy relative to the best compared isomer or geometry (same formula, charge and spin) is 107.1 kJ/mol. Its HOMO energy is -0.42528 Ha. The LUMO energy is -3.8 eV.

=====

Below is one molecule with the formula C4H7NO in a non-equilibrium geometry, with properties calculated with the ωB97M-V functional and the def2-TZVPD basis.

```
! RIJCOSX wB97M-V def2-TZVPD def2/J DEFGRID3
* xyz 0 1
O 2.441 0.734 -0.247
C 1.258 0.469 -0.270
C 0.648 -0.940 -0.304
C -0.632 -0.782 0.456
C -1.031 0.637 -0.045
N 0.226 1.382 -0.198
H 0.345 -1.203 -1.321
H 1.368 -1.637 0.102
H -1.445 -1.494 0.264
H -0.486 -0.822 1.557
H -1.528 0.594 -1.032
H -1.625 0.776 0.827
H 0.462 2.285 0.210
*
```

Its energy relative to the best compared isomer or geometry (same formula, charge and spin) is 72.3 kJ/mol. Its HOMO energy is -0.35525 Ha. The LUMO energy is 0.9 eV. Its structure (SMILES) is O=C1CCCN1.

=====

Computed values of Kohn-Sham gap (unit: Ha) for the preceding records, in sequence: 0.286 0.390.